Record 1
The following is a DFT calculation (ωB97M-V with the def2-TZVPD basis set) of a structure of composition C34H27Cl2N4O2PdS2 at a distorted geometry.

XYZ file:
```
72
Properties=species:S:1:pos:R:3:forces:R:3
Pd 0.027 -0.453 -0.002 -0.358 -1.015 -0.497
Cl -2.054 -1.510 0.401 0.098 0.186 0.211
C -2.053 -1.557 2.177 0.010 0.025 -0.164
C -3.268 -1.679 2.812 0.018 -0.014 0.073
C -3.265 -1.736 4.198 -0.033 -0.007 -0.024
C -2.065 -1.676 4.888 0.032 0.012 -0.016
C -0.866 -1.556 4.203 0.014 -0.021 0.068
Cl 0.606 -1.504 5.106 -0.002 0.002 -0.027
C -0.819 -1.485 2.808 -0.010 0.005 -0.053
S 0.695 -1.367 1.931 0.097 -0.027 0.413
H -4.186 -1.729 2.242 -0.003 0.002 -0.003
H -4.196 -1.828 4.738 -0.001 0.005 -0.003
H -2.046 -1.716 5.968 -0.007 -0.007 0.000
C 7.319 4.906 -10.219 -0.013 -0.005 0.000
O 5.945 4.544 -10.222 0.005 -0.001 0.015
C 5.423 4.028 -9.092 0.008 0.014 -0.046
C 4.067 3.690 -9.149 0.004 -0.006 0.021
C 3.441 3.156 -8.049 0.016 0.009 -0.019
C 4.148 2.944 -6.860 -0.038 -0.016 0.014
C 5.493 3.283 -6.814 0.026 0.013 -0.008
C 6.139 3.822 -7.917 -0.027 -0.015 0.022
C 3.442 2.374 -5.713 0.025 0.018 -0.018
N 2.167 2.054 -5.691 0.003 -0.008 0.021
C 1.942 1.560 -4.438 -0.048 0.015 -0.043
C 3.092 1.579 -3.681 0.060 -0.004 0.020
N 4.049 2.106 -4.512 -0.021 -0.003 0.001
C 3.149 1.133 -2.328 -0.042 -0.010 -0.028
C 4.276 1.170 -1.490 0.007 0.011 0.029
C 4.167 0.734 -0.196 0.020 -0.007 -0.006
C 2.943 0.244 0.267 -0.026 -0.079 -0.036
N 1.881 0.177 -0.516 0.137 0.312 0.053
C 1.952 0.631 -1.795 -0.058 0.000 -0.004
C 0.736 0.606 -2.576 0.043 -0.023 0.026
N -0.379 0.133 -1.964 0.062 0.344 -0.044
C -1.520 0.120 -2.626 0.038 -0.081 0.006
C -1.622 0.561 -3.949 -0.014 -0.006 -0.012
C -0.507 1.040 -4.587 -0.017 0.018 -0.005
C 0.712 1.073 -3.893 0.033 -0.029 0.035
H 7.526 5.296 -11.211 0.002 0.000 0.000
H 7.953 4.037 -10.030 0.003 0.003 0.000
H 7.518 5.680 -9.475 0.004 0.000 -0.002
H 3.533 3.858 -10.074 -0.001 0.001 0.000
H 2.393 2.894 -8.090 -0.001 -0.004 0.008
H 6.078 3.137 -5.914 -0.004 -0.002 0.003
H 7.186 4.074 -7.847 0.001 0.003 -0.004
H 5.020 2.257 -4.303 0.000 -0.004 0.006
H 5.220 1.551 -1.857 -0.003 -0.004 -0.011
H 5.011 0.759 0.479 -0.001 0.002 -0.001
H 2.821 -0.103 1.284 -0.003 0.032 0.006
H -2.389 -0.249 -2.097 -0.008 0.033 0.020
H -2.582 0.522 -4.445 0.000 -0.001 0.001
H -0.543 1.400 -5.607 0.011 -0.012 -0.005
C -6.359 1.757 -0.801 -0.019 0.003 -0.001
C -4.906 1.982 -0.488 0.016 -0.010 0.000
C -4.364 1.590 0.732 -0.005 -0.003 0.008
C -3.019 1.783 1.018 0.003 0.002 -0.038
C -2.209 2.378 0.067 -0.022 -0.020 0.015
C -2.720 2.773 -1.162 -0.016 0.011 0.002
C -4.064 2.580 -1.429 -0.011 -0.003 -0.004
S -0.471 2.581 0.429 0.005 0.356 0.077
C -0.540 4.309 0.914 -0.020 0.048 -0.017
O -0.199 1.824 1.685 0.002 -0.022 -0.054
H -6.925 1.525 0.100 -0.001 0.003 -0.001
H -6.484 0.926 -1.497 0.007 -0.001 -0.001
H -6.801 2.639 -1.264 0.001 0.001 0.003
H -5.006 1.132 1.476 -0.002 0.001 0.000
H -2.588 1.472 1.963 0.002 0.001 0.001
H -2.076 3.230 -1.907 0.012 -0.005 0.006
H -4.473 2.897 -2.382 0.000 0.004 0.000
H -1.243 4.407 1.739 0.013 -0.005 0.007
H -0.851 4.916 0.063 -0.008 -0.011 -0.003
H 0.463 4.591 1.229 0.001 -0.002 0.003
```
Forces are in eV/Å.

Results
ΔE to the lowest compared entry with this formula, charge and spin = 14.2 kcal per mole
charge = +1
LUMO level = -3.385 eV
frontier orbital gap = 6.825 eV
E = -95943.6434 eV

---

Record 2
The following is a DFT calculation (ωB97M-V with the def2-TZVPD basis set) of a structure of composition C12H34BCrNOP2Si at a distorted geometry.

XYZ file:
```
53
Properties=species:S:1:pos:R:3:forces:R:3
Cr -0.307 0.014 -1.197 0.961 0.911 0.597
H 0.478 0.131 -3.049 -0.800 -0.387 -1.317
H -1.783 -0.076 -2.430 -1.023 -0.168 -1.546
P 0.240 -2.211 -1.262 0.452 -1.631 -0.069
P 0.413 2.278 -1.315 0.153 0.958 0.199
C 2.040 2.719 -0.665 0.331 0.082 0.073
H 2.176 3.808 -0.669 -0.049 -0.247 0.100
H 2.116 2.340 0.362 0.056 0.071 -0.170
H 2.826 2.253 -1.272 -0.173 0.160 0.162
C 0.180 3.309 -2.800 0.094 -0.199 -0.054
H -0.883 3.511 -2.965 0.187 -0.097 0.039
H 0.707 4.261 -2.661 -0.150 -0.204 0.052
H 0.588 2.800 -3.675 -0.052 0.082 0.052
C -0.711 2.992 -0.085 -0.352 0.623 0.427
H -0.527 2.528 0.894 -0.136 0.138 -0.355
H -0.529 4.076 -0.012 -0.041 -0.219 0.008
H -1.755 2.832 -0.389 0.302 -0.010 0.167
C 1.235 -2.816 -2.666 0.151 -0.303 -0.206
H 1.198 -3.912 -2.721 0.078 0.230 0.133
H 0.863 -2.416 -3.616 0.132 -0.098 0.358
H 2.281 -2.505 -2.536 -0.324 -0.025 -0.067
C 1.254 -2.584 0.197 0.212 -0.271 0.396
H 0.978 -1.903 1.018 0.350 -0.503 -0.422
H 1.076 -3.620 0.522 0.216 0.246 -0.111
H 2.313 -2.453 -0.069 -0.282 -0.034 0.207
C -1.126 -3.410 -1.136 -0.173 -0.076 0.024
H -1.709 -3.427 -2.068 0.105 -0.005 0.291
H -0.727 -4.415 -0.942 -0.108 0.243 -0.118
H -1.781 -3.120 -0.305 0.074 -0.099 -0.235
C -1.821 -0.224 0.151 0.007 0.292 -2.837
O -3.023 -0.284 0.210 0.601 -0.088 1.101
H -2.226 -1.021 -3.752 -0.046 0.263 0.063
H -2.408 0.633 -3.831 0.206 -0.448 0.166
H -0.207 0.987 -4.768 -0.097 -0.160 0.019
H 0.000 -1.044 -4.614 -0.189 0.256 -0.153
B -0.309 -0.005 -4.096 1.027 0.068 0.540
N -1.795 -0.127 -3.506 -0.817 0.200 0.936
H 1.050 0.868 -1.956 0.087 0.019 0.623
C -1.499 0.839 4.734 -0.060 -0.084 -0.469
Si -0.011 -0.076 3.974 0.192 0.188 1.663
C 1.561 0.883 4.416 -0.069 -0.134 -0.323
C 0.008 -1.819 4.708 0.000 -0.197 -0.381
C -0.097 -0.176 2.119 -1.167 0.361 -2.235
C -0.631 -0.150 0.959 -0.192 0.130 3.227
H -1.508 0.657 5.822 0.146 0.019 -0.376
H -2.459 0.466 4.337 0.332 0.180 0.116
H -1.448 1.928 4.577 -0.046 -0.377 0.000
H 1.749 0.969 5.500 -0.183 -0.130 -0.425
H 2.420 0.385 3.943 -0.091 0.166 0.214
H 1.499 1.901 4.001 0.040 -0.228 0.136
H -0.849 -2.418 4.351 0.309 0.250 0.093
H 0.929 -2.352 4.424 -0.266 0.102 0.125
H -0.053 -1.801 5.810 0.087 0.183 -0.438
```
Forces are in eV/Å.

Results
ΔE to the lowest compared entry with this formula, charge and spin = 0.0 kcal per mole
charge = +1
2S+1 = 6
LUMO level (alpha / beta) = -3.127 / -4.560 eV
frontier orbital gap (alpha / beta) = 6.774 / 5.950 eV
E = -72075.2081 eV

---

Record 3
The following is a DFT calculation (ωB97M-V with the def2-TZVPD basis set) of a structure of composition C4H10NS2 at a distorted geometry.

XYZ file:
```
17
Properties=species:S:1:pos:R:3:forces:R:3
N 2.891 -0.067 1.022 -1.195 1.897 1.769
H 2.491 0.610 1.666 1.006 0.193 0.575
H 3.571 0.378 0.395 -0.228 -0.505 0.334
H 3.148 -0.930 1.515 0.069 0.430 -0.499
C -2.003 0.348 -0.375 0.048 0.111 0.673
C -1.604 -0.965 0.261 0.207 0.107 -0.067
S -0.009 -0.908 1.260 -1.179 -1.316 1.740
C 1.100 -0.171 0.226 2.618 -2.932 -2.667
S 0.674 1.255 -0.593 0.641 2.190 -0.850
C -0.964 0.912 -1.321 -0.773 -0.528 0.013
H -2.938 0.171 -0.914 0.100 0.002 -0.191
H -2.247 1.072 0.407 0.124 -0.008 -0.055
H -2.340 -1.253 1.030 0.452 -0.098 -0.350
H -1.477 -1.761 -0.496 -0.033 0.268 0.532
H 1.855 -0.822 -0.253 -2.421 -0.043 -0.995
H -0.833 0.234 -2.178 0.137 0.417 0.181
H -1.315 1.897 -1.652 0.426 -0.183 -0.142
```
Forces are in eV/Å.

Results
ΔE to the lowest compared entry with this formula, charge and spin = 41.8 kcal per mole
charge = +1
LUMO level = -5.206 eV
frontier orbital gap = 8.063 eV
E = -27461.7137 eV

---

Record 4
The following is a DFT calculation (ωB97M-V with the def2-TZVPD basis set) of a cluster of 5 separate species, C5H10Cl10 in total at a distorted geometry.

XYZ file:
```
25
Properties=species:S:1:pos:R:3:forces:R:3
C -0.639 3.234 1.798 0.627 -0.503 1.126
Cl 1.148 3.334 1.494 -0.984 0.076 -0.278
Cl -1.287 1.602 1.409 0.177 0.939 -0.001
H -0.701 3.331 2.882 -0.166 -0.076 -0.210
H -1.214 4.038 1.340 0.422 -0.419 -0.419
C -1.825 3.324 -2.428 -0.231 -0.427 -0.236
Cl -2.444 4.060 -0.960 0.220 0.174 0.531
Cl -2.974 3.709 -3.696 -0.079 0.057 -0.805
H -0.837 3.702 -2.689 -0.227 0.012 0.190
H -1.840 2.239 -2.324 0.212 0.264 0.194
C 0.120 -0.799 -0.480 0.542 0.380 1.373
Cl -0.196 -0.025 -1.986 -0.330 0.465 -0.896
Cl 0.481 -2.477 -0.628 0.115 -1.556 -0.283
H 1.038 -0.388 -0.059 -0.480 0.416 -0.006
H -0.716 -0.705 0.212 0.155 0.170 -0.314
C -1.024 -5.975 -2.008 0.986 0.506 0.381
Cl -2.492 -5.846 -2.920 -0.661 0.195 -0.212
Cl -1.257 -6.506 -0.332 -0.088 -0.536 -0.089
H -0.365 -6.616 -2.595 0.000 -0.160 0.584
H -0.554 -5.007 -1.836 -0.238 0.025 -0.666
C 3.437 0.388 3.304 0.268 0.539 -0.141
Cl 5.221 0.600 3.118 -0.755 -0.254 0.486
Cl 2.785 -0.375 1.872 -0.233 -0.258 -0.429
H 3.117 -0.236 4.138 0.687 0.182 0.073
H 3.018 1.392 3.375 0.059 -0.212 0.049
```
Forces are in eV/Å.

Results
ΔE to the lowest compared entry with this formula, charge and spin = 13.0 kcal per mole
charge = 0
LUMO level = 0.451 eV
SMILES = ClCCl.ClCCl.ClCCl.ClCCl.ClCCl
frontier orbital gap = 11.272 eV
E = -130571.0173 eV

---

Record 5
The following is a DFT calculation (ωB97M-V with the def2-TZVPD basis set) of a structure of composition C6H11N at a distorted geometry.

XYZ file:
```
18
Properties=species:S:1:pos:R:3:forces:R:3
C -0.302 2.329 -0.210 -0.330 0.155 0.116
C -0.981 0.999 0.203 0.060 1.100 -0.018
N -0.178 -0.091 -2.161 2.266 0.393 0.164
C 0.324 -0.689 -0.948 -3.389 -1.706 2.945
C -0.088 -0.171 0.269 0.217 -0.461 -1.114
C 0.080 -0.958 1.471 0.648 0.408 0.627
C 1.060 -1.834 1.710 -0.267 0.092 -0.503
H -0.469 2.576 -1.256 0.053 -0.213 -0.069
H -0.725 3.144 0.370 -0.016 0.170 0.102
H 0.765 2.331 -0.032 0.281 -0.097 0.093
H -1.530 1.148 1.123 0.097 -0.063 0.449
H -1.734 0.822 -0.563 -0.172 -0.349 -0.283
H -0.072 -0.803 -2.882 0.160 0.023 -0.102
H 0.406 -1.763 -0.890 0.889 -0.270 -0.442
H 1.031 -0.038 -1.695 -0.474 1.201 -2.196
H -0.586 -0.725 2.296 -0.331 -0.134 -0.154
H 1.030 -2.446 2.596 0.281 -0.019 0.120
H 1.843 -1.962 0.967 0.026 -0.230 0.263
```
Forces are in eV/Å.

Results
ΔE to the lowest compared entry with this formula, charge and spin = 102.8 kcal per mole
charge = 0
LUMO level = 0.171 eV
frontier orbital gap = 7.735 eV
E = -7886.0716 eV

---

Record 6
The following is a DFT calculation (ωB97M-V with the def2-TZVPD basis set) of a structure of composition C21H32BN10SZr at a distorted geometry.

XYZ file:
```
66
Properties=species:S:1:pos:R:3:forces:R:3
Zr 0.591 1.025 -0.542 -0.572 -1.350 -1.125
C 3.928 1.270 1.645 0.086 -0.026 0.032
C 3.007 0.360 1.178 -0.101 0.034 0.244
N 1.761 0.919 1.166 0.481 0.268 0.262
N 1.899 2.217 1.642 0.101 0.100 0.122
C 3.201 2.420 1.911 -0.065 0.030 0.086
B 0.744 3.275 1.478 0.068 -0.069 -0.089
N -0.652 2.552 1.532 0.003 0.058 -0.064
C -1.687 2.711 2.367 0.022 0.003 0.104
C -2.774 1.961 1.934 -0.028 0.026 0.059
C -2.340 1.328 0.796 0.100 -0.060 -0.035
N -1.052 1.670 0.537 -0.255 0.381 0.388
N 0.952 3.884 0.044 0.094 0.031 0.006
C 1.222 5.118 -0.395 -0.034 0.066 0.005
C 1.520 5.092 -1.753 0.015 0.079 0.057
C 1.434 3.770 -2.108 -0.076 -0.183 -0.017
N 1.095 3.012 -1.028 0.072 0.388 0.013
N 0.790 4.381 2.569 0.249 -0.551 -0.129
C 0.071 5.456 2.693 0.064 0.478 0.443
C 0.492 6.123 3.921 -0.118 -0.205 -0.317
C 1.505 5.253 4.444 0.059 -0.010 0.043
N 1.703 4.231 3.674 -0.255 0.175 -0.151
H 4.986 1.119 1.792 -0.011 0.002 0.013
H 3.151 -0.673 0.892 -0.016 0.008 -0.052
H 3.553 3.361 2.301 -0.006 0.011 0.016
H -1.619 3.339 3.241 0.012 -0.014 -0.011
H -3.746 1.896 2.396 0.012 0.005 -0.004
H -2.865 0.644 0.146 -0.007 0.001 -0.010
H 1.205 5.971 0.266 0.015 -0.008 -0.014
H 1.772 5.929 -2.384 -0.001 -0.002 0.015
H 1.589 3.316 -3.076 0.005 -0.009 -0.001
H -0.695 5.759 1.990 0.014 0.026 0.033
H 0.122 7.060 4.318 -0.012 -0.032 -0.009
H 2.076 5.373 5.356 -0.015 0.023 -0.015
C 1.306 -4.534 1.880 -0.050 0.021 -0.023
C -0.170 -4.161 1.770 0.070 0.029 -0.019
C -0.397 -2.646 1.889 0.041 -0.062 0.038
C -0.060 -1.910 0.596 0.106 0.058 -0.046
N -1.043 -2.206 -0.444 0.035 0.024 0.008
C -0.886 -1.940 -1.746 0.056 0.047 -0.014
S 0.274 -0.708 -2.289 0.137 0.390 0.240
N -1.558 -2.547 -2.673 -0.062 -0.005 -0.077
C -1.519 -2.319 -4.154 0.065 -0.108 0.084
C -2.327 -3.399 -4.860 -0.119 0.002 0.063
C -1.732 -4.808 -4.814 0.111 0.067 0.151
C -1.810 -5.495 -3.445 -0.050 0.069 -0.063
H 1.465 -5.585 1.650 -0.010 -0.007 0.027
H 1.674 -4.356 2.891 0.012 0.010 0.002
H 1.930 -3.960 1.186 -0.004 -0.034 -0.010
H -0.744 -4.652 2.555 0.033 -0.023 0.026
H -0.577 -4.544 0.827 -0.044 0.018 0.009
H 0.256 -2.249 2.670 -0.032 -0.011 0.034
H -1.422 -2.404 2.186 -0.020 -0.018 -0.059
H 0.942 -2.185 0.257 0.010 -0.029 -0.019
H -0.064 -0.825 0.848 -0.202 0.009 -0.078
H -1.691 -2.951 -0.209 -0.001 -0.013 0.005
H -2.154 -3.323 -2.389 0.014 -0.034 -0.035
H -0.474 -2.351 -4.465 0.010 0.001 -0.003
H -1.924 -1.326 -4.349 -0.021 0.013 0.015
H -2.433 -3.069 -5.894 0.038 -0.017 -0.017
H -3.342 -3.405 -4.446 -0.006 0.018 -0.057
H -0.693 -4.770 -5.153 -0.006 -0.051 -0.030
H -2.260 -5.415 -5.546 -0.074 -0.004 -0.004
H -1.029 -5.158 -2.754 0.010 -0.004 -0.009
H -1.682 -6.572 -3.539 0.040 -0.010 -0.012
H -2.793 -5.348 -2.979 0.007 -0.022 -0.026
```
Forces are in eV/Å.

Results
charge = +4
2S+1 = 2
LUMO level (alpha / beta) = -13.280 / -15.151 eV
frontier orbital gap (alpha / beta) = 6.627 / 4.756 eV
E = -49951.1542 eV